# 1
{
  "formula": "C32H40Cl2F7NO22",
  "method": "ωB97M-V/def2-TZVPD",
  "symbols": ["C", "C", "C", "C", "C", "C", "C", "N", "Cl", "O", "C", "C", "C", "C", "Cl", "H", "H", "H", "H", "H", "H", "H", "H", "H", "H", "H", "H", "H", "H", "H", "H", "H", "H", "H", "C", "C", "O", "C", "O", "O", "F", "H", "H", "H", "C", "C", "O", "C", "O", "O", "F", "H", "H", "H", "C", "C", "O", "C", "O", "O", "F", "H", "H", "H", "C", "C", "O", "C", "O", "O", "F", "H", "H", "H", "C", "C", "O", "C", "O", "O", "F", "H", "H", "H", "C", "C", "O", "C", "O", "O", "F", "H", "H", "H", "C", "C", "O", "C", "O", "O", "F", "H", "H", "H"],
  "xyz": [[-2.884, 1.464, -3.306], [-1.998, 0.625, -2.783], [-0.905, -0.280, -1.993], [0.213, 0.764, -1.386], [1.683, 0.051, -1.232], [2.001, -0.147, 0.343], [1.352, -1.594, 0.753], [1.463, -1.855, 2.250], [0.344, -3.100, 2.695], [3.418, -0.187, 0.661], [3.799, 0.870, 1.596], [4.382, 2.132, 0.772], [3.486, 3.471, 0.841], [2.965, 3.872, 2.313], [2.070, 3.481, -0.379], [-3.502, 2.298, -3.788], [-1.437, -0.836, -1.122], [-0.378, -1.008, -2.714], [-0.226, 1.109, -0.368], [0.242, 1.702, -2.059], [1.586, -0.968, -1.794], [2.506, 0.635, -1.806], [1.458, 0.687, 0.930], [1.853, -2.481, 0.223], [0.228, -1.583, 0.440], [1.194, -0.977, 2.751], [4.698, 0.435, 2.203], [2.993, 1.127, 2.375], [4.405, 1.812, -0.350], [5.476, 2.390, 1.059], [4.176, 4.345, 0.490], [2.131, 3.142, 2.676], [2.514, 4.948, 2.294], [3.870, 3.891, 3.044], [-7.601, 3.852, -4.397], [-6.645, 2.796, -3.949], [-5.601, 3.535, -3.346], [-6.193, 4.666, -2.868], [-5.687, 5.403, -2.066], [-7.433, 4.854, -3.407], [-6.135, 2.122, -5.007], [-7.346, 4.264, -5.378], [-8.632, 3.495, -4.424], [-7.060, 2.093, -3.227], [-2.770, 0.706, 2.455], [-2.785, 0.141, 3.837], [-1.438, -0.226, 4.051], [-0.706, 0.637, 3.294], [0.478, 0.811, 3.421], [-1.476, 1.284, 2.377], [-3.549, -0.974, 3.897], [-2.872, -0.062, 1.683], [-3.546, 1.459, 2.305], [-3.101, 0.849, 4.609], [-6.811, 4.764, 1.501], [-8.216, 4.254, 1.518], [-8.057, 2.859, 1.378], [-6.846, 2.577, 1.934], [-6.486, 1.473, 2.239], [-6.094, 3.701, 2.108], [-8.914, 4.716, 0.454], [-6.432, 4.924, 0.487], [-6.699, 5.690, 2.068], [-8.762, 4.472, 2.442], [-6.903, -2.658, -5.088], [-7.387, -1.885, -6.271], [-8.078, -0.799, -5.689], [-7.465, -0.584, -4.492], [-7.594, 0.417, -3.839], [-6.680, -1.637, -4.129], [-8.266, -2.612, -7.000], [-7.652, -3.358, -4.706], [-5.983, -3.207, -5.298], [-6.590, -1.509, -6.919], [9.926, 2.178, 0.969], [9.928, 3.026, 2.199], [8.984, 4.033, 1.901], [8.097, 3.454, 1.044], [7.016, 3.907, 0.784], [8.584, 2.291, 0.523], [11.135, 3.609, 2.385], [10.599, 2.557, 0.194], [10.184, 1.139, 1.180], [9.626, 2.498, 3.109], [1.717, -5.379, 0.421], [2.403, -6.671, 0.131], [2.380, -6.744, -1.280], [2.388, -5.449, -1.706], [2.644, -5.110, -2.830], [2.079, -4.583, -0.697], [1.696, -7.716, 0.626], [0.628, -5.477, 0.460], [2.060, -4.927, 1.352], [3.435, -6.720, 0.484], [7.048, -7.044, 2.202], [7.056, -6.181, 3.422], [6.114, -5.175, 3.115], [5.222, -5.762, 2.270], [4.141, -5.309, 2.009], [5.704, -6.933, 1.761], [8.266, -5.598, 3.596], [7.718, -6.676, 1.420], [7.304, -8.081, 2.424], [6.758, -6.697, 4.340]],
  "lowdin_charge": [0.06, -0.11, -0.20, -0.22, -0.13, -0.30, -0.21, -0.45, 0.57, -0.16, -0.18, -0.17, -0.66, -0.14, 0.54, 0.03, 0.10, 0.11, 0.10, 0.10, 0.11, 0.11, 0.12, 0.11, 0.10, 0.02, 0.13, 0.11, 0.12, 0.09, 0.10, 0.07, 0.08, 0.10, -0.06, -0.34, 0.12, -0.52, 0.15, 0.08, 0.07, 0.15, 0.15, 0.15, -0.06, -0.32, 0.13, -0.52, 0.12, 0.08, 0.08, 0.15, 0.14, 0.18, -0.06, -0.33, 0.14, -0.53, 0.16, 0.07, 0.08, 0.14, 0.15, 0.18, -0.07, -0.32, 0.15, -0.49, 0.13, 0.09, 0.08, 0.15, 0.15, 0.18, -0.07, -0.33, 0.15, -0.51, 0.15, 0.08, 0.08, 0.15, 0.14, 0.18, -0.11, -0.32, 0.14, -0.52, 0.16, 0.05, 0.08, 0.14, 0.09, 0.14, -0.07, -0.32, 0.15, -0.49, 0.16, 0.07, 0.08, 0.15, 0.15, 0.18],
  "energy_ev": -124428.9180,
  "smiles": "C#CCCC[C@@H](CNCl)OCC[C@H](C)Cl.O=C1OC[C@@H](F)O1.O=C1OC[C@@H](F)O1.O=C1OC[C@@H](F)O1.O=C1OC[C@@H](F)O1.O=C1OC[C@@H](F)O1.O=C1OC[C@@H](F)O1.O=C1OC[C@@H](F)O1",
  "e_homo_ev": -8.72,
  "charge": 0,
  "lumo_ev": 0.460,
  "homo_lumo_gap_ev": 9.18,
  "relative_energy_kcal_mol": 97.7,
  "multiplicity": 1
}

---

# 2
{
  "formula": "C32H40ClN5O3RuSb",
  "method": "ωB97M-V/def2-TZVPD",
  "symbols": ["Ru", "N", "C", "N", "C", "N", "N", "C", "C", "C", "C", "C", "C", "N", "C", "C", "C", "C", "C", "C", "H", "H", "H", "H", "H", "H", "H", "H", "H", "H", "H", "C", "C", "C", "C", "Cl", "C", "C", "C", "O", "C", "C", "O", "O", "H", "H", "H", "H", "H", "H", "H", "H", "C", "C", "C", "Sb", "C", "C", "C", "C", "C", "C", "H", "H", "H", "H", "H", "H", "H", "H", "H", "H", "H", "H", "H", "H", "H", "H", "H", "H", "H", "H", "H"],
  "xyz": [[0.506, 0.115, -0.002], [0.448, -0.402, 4.262], [0.066, -0.187, 3.027], [0.906, -0.092, 2.010], [2.297, -0.210, 2.245], [3.140, -0.106, 1.268], [2.485, 0.096, 0.081], [3.126, 0.342, -1.008], [2.307, 0.579, -2.197], [2.855, 0.819, -3.440], [2.004, 1.025, -4.521], [0.635, 0.978, -4.322], [0.147, 0.751, -3.044], [0.956, 0.565, -2.000], [2.751, -0.438, 3.602], [4.106, -0.563, 3.927], [4.477, -0.779, 5.236], [3.508, -0.874, 6.239], [2.165, -0.753, 5.939], [1.801, -0.535, 4.619], [-0.254, -0.476, 4.987], [-0.995, -0.095, 2.830], [4.211, 0.377, -1.019], [3.930, 0.843, -3.560], [2.410, 1.217, -5.506], [-0.057, 1.125, -5.139], [-0.914, 0.711, -2.843], [4.845, -0.488, 3.141], [5.523, -0.876, 5.491], [3.810, -1.044, 7.264], [1.414, -0.827, 6.716], [-1.001, -3.917, -3.559], [-0.418, -5.170, -2.965], [0.130, -6.100, -3.804], [0.688, -7.312, -3.335], [1.324, -8.402, -4.434], [0.715, -7.614, -1.952], [0.183, -6.713, -1.094], [-0.399, -5.490, -1.562], [-0.901, -4.797, -0.568], [-1.563, -3.529, -0.591], [-0.575, -2.377, -0.521], [-1.087, -1.272, -0.076], [0.594, -2.492, -0.866], [-0.768, -3.883, -4.620], [-0.586, -3.025, -3.093], [-2.089, -3.899, -3.470], [0.137, -5.918, -4.871], [1.144, -8.544, -1.607], [0.161, -6.891, -0.027], [-2.178, -3.528, 0.304], [-2.215, -3.413, -1.452], [-2.350, 4.603, -1.390], [-1.930, 3.140, -1.494], [-3.069, 2.222, -1.933], [-1.084, 2.382, 0.347], [-2.663, 2.217, 1.813], [-3.601, 3.420, 1.771], [-3.408, 0.893, 1.663], [0.330, 3.861, 1.039], [1.276, 4.194, -0.115], [-0.320, 5.090, 1.663], [-2.742, 4.929, -2.356], [-1.514, 5.256, -1.146], [-3.137, 4.757, -0.652], [-1.097, 3.064, -2.197], [-3.935, 2.323, -1.278], [-2.788, 1.165, -1.944], [-3.401, 2.495, -2.937], [-2.111, 2.227, 2.759], [-4.195, 3.429, 0.857], [-3.078, 4.372, 1.853], [-4.301, 3.358, 2.607], [-4.010, 0.880, 0.753], [-4.091, 0.759, 2.505], [-2.745, 0.025, 1.618], [0.886, 3.318, 1.809], [0.756, 4.695, -0.933], [1.764, 3.302, -0.519], [2.060, 4.869, 0.232], [-0.941, 5.634, 0.952], [0.461, 5.774, 2.005], [-0.930, 4.838, 2.530]],
  "lowdin_charge": [1.27, 0.17, -0.10, -0.03, -0.24, 0.12, -0.15, 0.01, -0.23, 0.04, 0.01, 0.01, -0.09, -0.04, -0.09, 0.02, -0.01, -0.01, 0.02, -0.15, 0.19, 0.13, 0.16, 0.14, 0.14, 0.13, 0.10, 0.13, 0.13, 0.13, 0.13, -0.01, -0.13, -0.02, -0.61, 0.90, -0.03, 0.07, -0.14, 0.07, -0.03, -0.63, -0.19, 0.04, 0.10, 0.08, 0.10, 0.13, 0.13, 0.15, 0.15, 0.13, -0.11, -0.54, -0.14, 1.56, -0.55, -0.12, -0.14, -0.56, -0.14, -0.12, 0.10, 0.06, 0.07, 0.07, 0.07, 0.05, 0.10, 0.08, 0.07, 0.06, 0.10, 0.08, 0.10, 0.03, 0.07, 0.07, 0.05, 0.10, 0.07, 0.10, 0.07],
  "energy_ev": -69042.5935,
  "e_homo_ev": [-15.40, -16.28],
  "charge": 3,
  "lumo_ev": [-8.802, -10.135],
  "homo_lumo_gap_ev": [6.60, 6.15],
  "s2": 6.044,
  "multiplicity": 5
}